--- i ---
Density functional theory data (the ωB97M-V functional and the def2-TZVPD basis) for an isolated ion of composition C3H9N2O2 and charge +1.

E_LUMO	-3.4	eV
SMILES	C[N+](C)(O)C(N)=O
gap between HOMO and LUMO	12.26	eV
HOMO level	-15.66	eV

ORCA input file:
```
! RIJCOSX wB97M-V def2-TZVPD def2/J DEFGRID3
* xyz 1 1
C -0.64 0.48 -1.16
N -0.25 -0.02 0.10
C -0.83 0.65 1.19
O -0.57 -1.38 0.15
C 1.32 0.11 0.03
N 1.94 -1.03 -0.12
O 1.73 1.19 0.05
H -1.70 0.41 -1.20
H -0.30 1.53 -1.17
H -0.11 0.00 -2.02
H -1.88 0.66 0.93
H -0.80 0.14 2.20
H -0.56 1.78 1.29
H -1.51 -1.46 -0.25
H 1.35 -1.89 -0.38
H 2.82 -1.19 0.36
*
```

--- ii ---
Density functional theory data (the ωB97M-V functional and the def2-TZVPD basis) for a 2-piece molecular cluster, C3H9N2O2 overall.

E_LUMO	-3.8	eV
gap between HOMO and LUMO	10.45	eV
HOMO level	-14.26	eV

ORCA input file:
```
! RIJCOSX wB97M-V def2-TZVPD def2/J DEFGRID3
* xyz 1 1
O -1.44 0.45 1.47
C -0.80 -0.48 1.96
C 0.54 -0.96 1.45
N 1.14 -0.03 0.49
H -1.12 -0.95 2.92
H 1.17 -0.98 2.35
H 0.53 -1.99 1.01
H 2.01 -0.45 0.14
H 0.47 0.15 -0.32
H 1.38 0.88 0.85
C -0.24 1.06 -2.48
N -0.83 0.39 -1.39
O 0.55 0.54 -3.23
H -0.68 2.06 -2.65
H -1.04 -0.58 -1.53
H -1.63 0.90 -1.03
*
```

--- iii ---
Density functional theory data (the ωB97M-V functional and the def2-TZVPD basis) for C3H9N2O2 as an isolated structure.

E_LUMO	-3.3	eV
gap between HOMO and LUMO	11.63	eV
HOMO level	-14.94	eV

ORCA input file:
```
! RIJCOSX wB97M-V def2-TZVPD def2/J DEFGRID3
* xyz 1 1
C 0.86 1.09 0.52
C 0.27 -1.03 0.42
C -1.84 0.41 -0.30
N 1.29 -0.17 0.93
N -0.39 0.19 -0.29
O 1.55 1.73 -0.36
O 0.80 -2.02 -0.37
H 0.36 1.74 1.25
H -0.39 -1.65 1.48
H -2.48 -0.05 0.50
H -1.93 1.52 -0.25
H -2.40 0.09 -1.21
H 2.19 -0.45 0.54
H -0.07 0.11 -1.33
H 2.10 1.13 -0.94
H 0.08 -2.63 -0.58
*
```

Sorted by energy, starting with the most stable: ii, i, iii.

--- i ---
Density functional theory data (the ωB97M-V functional and the def2-TZVPD basis) for one molecule with the formula C3H5BrN2.

E_LUMO	0.9	eV
SMILES	Cc1[nH][nH]c1Br
gap between HOMO and LUMO	9.38	eV
HOMO level	-8.49	eV

ORCA input file:
```
! RIJCOSX wB97M-V def2-TZVPD def2/J DEFGRID3
* xyz 0 1
C 0.91 -1.39 0.17
C 0.08 -0.14 -0.16
N 0.53 1.27 -0.23
N -0.94 1.67 -0.30
C -1.21 0.23 -0.03
Br -2.93 -0.34 0.25
H 1.09 -1.40 1.33
H 0.62 -2.43 -0.16
H 1.95 -1.39 -0.24
H 1.00 1.59 -1.08
H -1.10 2.35 0.44
*
```

--- ii ---
Density functional theory data (the ωB97M-V functional and the def2-TZVPD basis) for C3H5BrN2 as an isolated structure.

E_LUMO	0.5	eV
gap between HOMO and LUMO	9.33	eV
HOMO level	-8.80	eV

ORCA input file:
```
! RIJCOSX wB97M-V def2-TZVPD def2/J DEFGRID3
* xyz 0 1
C 0.79 0.56 -0.15
C 0.51 -0.39 0.99
C -1.13 -0.04 -0.98
N 0.07 0.58 -1.18
N -0.70 -1.19 0.56
Br -0.46 -2.84 -0.32
H 1.69 1.21 -0.13
H 1.15 -1.17 1.29
H 0.26 0.14 1.96
H -1.71 0.60 -0.44
H -1.61 -0.68 -1.70
*
```

--- iii ---
Density functional theory data (the ωB97M-V functional and the def2-TZVPD basis) for one molecule with the formula C3H5BrN2.

E_LUMO	0.9	eV
SMILES	Cn1cc(Br)[nH]1
gap between HOMO and LUMO	8.48	eV
HOMO level	-7.59	eV

ORCA input file:
```
! RIJCOSX wB97M-V def2-TZVPD def2/J DEFGRID3
* xyz 0 1
C 0.83 0.02 -0.03
N -0.56 -0.28 0.28
C -1.49 0.76 0.51
C -2.51 -0.10 -0.19
Br -4.33 -0.37 -0.66
N -1.49 -0.92 -0.64
H 1.13 0.26 -0.98
H 1.11 0.70 0.70
H 1.47 -0.79 0.03
H -1.36 1.51 1.29
H -1.50 -1.94 -0.75
*
```

Sorted by energy, starting with the most stable: i, ii, iii.

--- i ---
Density functional theory data (the ωB97M-V functional and the def2-TZVPD basis) for a 2-piece molecular cluster, C5H14 overall.

E_LUMO (alpha / beta)	4.3 / 4.4	eV
gap between HOMO and LUMO (alpha / beta)	2.76 / 12.24	eV
HOMO level (alpha / beta)	1.55 / -7.84	eV

ORCA input file:
```
! RIJCOSX wB97M-V def2-TZVPD def2/J DEFGRID3
* xyz -1 2
C -1.40 1.34 0.05
C -1.78 0.75 -1.31
C -0.36 2.46 -0.07
H -2.28 1.75 0.55
H -0.98 0.55 0.67
H -1.23 -0.16 -1.54
H 0.03 2.76 0.91
H 0.47 2.13 -0.70
H -0.77 3.34 -0.56
H -2.85 0.54 -1.40
H -1.58 1.49 -2.10
C 1.33 -2.14 -0.03
C 2.03 -2.26 1.33
H 0.61 -2.95 -0.16
H 0.72 -1.24 -0.09
H 2.01 -2.14 -0.88
H 3.04 -1.86 1.30
H 2.10 -3.31 1.61
H 1.48 -1.74 2.12
*
```

--- ii ---
Density functional theory data (the ωB97M-V functional and the def2-TZVPD basis) for a 2-piece molecular cluster, C5H14 overall.

E_LUMO (alpha / beta)	4.2 / 4.2	eV
gap between HOMO and LUMO (alpha / beta)	2.71 / 11.73	eV
HOMO level (alpha / beta)	1.51 / -7.52	eV

ORCA input file:
```
! RIJCOSX wB97M-V def2-TZVPD def2/J DEFGRID3
* xyz -1 2
C -1.75 0.47 0.81
C -2.79 0.99 1.80
H -2.00 -0.49 0.34
H -1.70 1.16 -0.09
H -0.72 0.49 1.13
H -3.78 0.87 1.34
H -2.54 1.99 2.14
H -2.88 0.34 2.69
C 1.89 -0.18 -0.62
C 1.27 -1.40 0.02
C 1.56 0.11 -2.10
H 1.65 0.70 0.03
H 2.95 -0.24 -0.42
H 1.77 -2.31 -0.36
H 0.18 -1.51 0.01
H 1.29 -0.78 -2.67
H 0.82 0.92 -2.14
H 1.40 -1.49 1.12
H 2.49 0.50 -2.53
*
```

Sorted by energy, starting with the most stable: i, ii.

--- i ---
Density functional theory data (the ωB97M-V functional and the def2-TZVPD basis) for a 2-piece molecular cluster, C5H14 overall.

E_LUMO (alpha / beta)	4.2 / 4.1	eV
gap between HOMO and LUMO (alpha / beta)	2.65 / 10.95	eV
HOMO level (alpha / beta)	1.52 / -6.85	eV

ORCA input file:
```
! RIJCOSX wB97M-V def2-TZVPD def2/J DEFGRID3
* xyz -1 2
C -1.74 -1.75 0.56
C -2.24 -0.37 0.17
H -2.31 -1.95 1.66
H -1.92 -2.52 -0.14
H -0.72 -1.58 0.84
H -2.12 0.44 0.90
H -2.11 -0.15 -0.91
H -3.28 -0.52 0.47
C 1.60 0.92 0.27
C 1.02 -0.42 -0.42
C 1.93 1.95 -0.73
H 0.64 1.17 0.94
H 2.36 0.50 1.01
H 1.77 -0.84 -1.12
H 2.93 1.82 -1.25
H 1.22 1.92 -1.64
H 1.96 2.88 -0.12
H 1.01 -1.13 0.39
H 0.00 -0.37 -0.87
*
```

--- ii ---
Density functional theory data (the ωB97M-V functional and the def2-TZVPD basis) for a 2-piece molecular cluster, C5H14 overall.

E_LUMO (alpha / beta)	4.2 / 4.2	eV
gap between HOMO and LUMO (alpha / beta)	2.64 / 11.93	eV
HOMO level (alpha / beta)	1.54 / -7.72	eV

ORCA input file:
```
! RIJCOSX wB97M-V def2-TZVPD def2/J DEFGRID3
* xyz -1 2
C -0.77 1.00 0.04
C -0.72 2.42 -0.54
C -0.83 1.03 1.58
H -1.66 0.45 -0.29
H 0.14 0.47 -0.21
H 0.25 2.89 -0.34
H -1.50 1.78 1.99
H -1.15 0.05 1.97
H -1.49 3.03 -0.06
H -0.87 2.39 -1.62
H 0.18 1.11 2.01
C 1.54 -1.83 -1.10
C 0.53 -2.27 -0.05
H 1.72 -0.76 -1.04
H 2.46 -2.42 -1.03
H 1.15 -2.01 -2.10
H 0.55 -3.37 0.00
H -0.45 -1.84 -0.19
H 0.91 -2.11 0.97
*
```

--- iii ---
Density functional theory data (the ωB97M-V functional and the def2-TZVPD basis) for a 2-piece molecular cluster, C5H14 overall.

E_LUMO (alpha / beta)	4.2 / 4.2	eV
gap between HOMO and LUMO (alpha / beta)	2.65 / 11.83	eV
HOMO level (alpha / beta)	1.50 / -7.67	eV

ORCA input file:
```
! RIJCOSX wB97M-V def2-TZVPD def2/J DEFGRID3
* xyz -1 2
C -2.03 0.65 -1.26
C -3.12 0.71 -0.18
H -1.53 -0.32 -1.30
H -2.44 0.76 -2.26
H -1.25 1.38 -1.04
H -3.82 1.52 -0.44
H -2.63 1.03 0.73
H -3.75 -0.18 -0.21
C 1.26 -0.67 0.29
C 1.93 -1.22 1.59
C 2.10 0.44 -0.39
H 1.11 -1.50 -0.41
H 0.25 -0.36 0.55
H 2.85 -0.66 1.83
H 1.45 1.23 -0.74
H 2.89 0.85 0.25
H 2.69 -0.03 -1.17
H 1.28 -1.18 2.44
H 2.41 -2.17 1.30
*
```

Sorted by energy, starting with the most stable: ii, iii, i.

--- i ---
Density functional theory data (the ωB97M-V functional and the def2-TZVPD basis) for a 2-piece molecular cluster, C5H14 overall.

E_LUMO (alpha / beta)	4.2 / 4.3	eV
gap between HOMO and LUMO (alpha / beta)	2.69 / 11.75	eV
HOMO level (alpha / beta)	1.55 / -7.47	eV

ORCA input file:
```
! RIJCOSX wB97M-V def2-TZVPD def2/J DEFGRID3
* xyz -1 2
C 2.17 -2.10 -0.21
C 0.96 -2.18 -1.20
H 3.05 -1.62 -0.77
H 1.91 -1.47 0.70
H 2.51 -3.12 0.17
H 0.27 -2.82 -0.71
H 1.26 -2.77 -2.04
H 0.41 -1.32 -1.48
C -0.96 1.85 0.96
C -1.99 0.79 1.01
C -0.30 1.85 -0.48
H -1.36 2.78 1.15
H -0.09 1.91 1.83
H -2.45 0.68 0.13
H 0.18 2.84 -0.80
H -2.69 1.12 1.62
H -1.55 -0.07 1.56
H 0.40 0.92 -0.62
H -1.09 1.69 -1.22
*
```

--- ii ---
Density functional theory data (the ωB97M-V functional and the def2-TZVPD basis) for a 2-piece molecular cluster, C5H14 overall.

E_LUMO (alpha / beta)	4.2 / 4.2	eV
gap between HOMO and LUMO (alpha / beta)	2.73 / 11.76	eV
HOMO level (alpha / beta)	1.47 / -7.58	eV

ORCA input file:
```
! RIJCOSX wB97M-V def2-TZVPD def2/J DEFGRID3
* xyz -1 2
C 1.33 -0.34 -1.18
C 1.21 0.81 -2.28
C 2.41 -0.02 -0.08
H 0.29 -0.47 -0.82
H 1.57 -1.41 -1.58
H 0.26 1.17 -2.75
H 3.35 0.12 -0.49
H 2.01 0.76 0.53
H 2.34 -0.77 0.74
H 1.74 1.79 -2.04
H 1.87 0.65 -3.15
C -2.09 -0.20 2.41
C -2.50 -0.37 0.87
H -2.38 0.88 2.85
H -2.48 -1.07 3.00
H -1.06 -0.48 2.38
H -2.02 -1.23 0.49
H -2.24 0.52 0.37
H -3.60 -0.33 0.73
*
```

Sorted by energy, starting with the most stable: ii, i.

--- i ---
Density functional theory data (the ωB97M-V functional and the def2-TZVPD basis) for a 2-piece molecular cluster, C5H14 overall.

E_LUMO (alpha / beta)	4.1 / 4.1	eV
gap between HOMO and LUMO (alpha / beta)	2.68 / 11.66	eV
HOMO level (alpha / beta)	1.46 / -7.57	eV

ORCA input file:
```
! RIJCOSX wB97M-V def2-TZVPD def2/J DEFGRID3
* xyz -1 2
C -0.62 0.25 -2.70
C -1.74 0.95 -1.84
H -0.59 0.64 -3.70
H 0.40 0.61 -2.27
H -0.56 -0.92 -2.59
H -1.77 0.43 -0.81
H -2.66 0.94 -2.45
H -1.55 1.96 -1.72
C 0.97 -0.41 2.30
C 0.94 0.77 1.34
C 0.62 -1.76 1.40
H 1.96 -0.47 2.68
H 0.28 -0.17 3.25
H 1.26 0.59 0.40
H 0.50 -1.54 0.45
H 1.59 1.61 1.71
H -0.10 1.17 1.30
H 1.40 -2.46 1.61
H -0.31 -2.20 1.62
*
```

--- ii ---
Density functional theory data (the ωB97M-V functional and the def2-TZVPD basis) for a 2-piece molecular cluster, C5H14 overall.

E_LUMO (alpha / beta)	4.3 / 4.3	eV
gap between HOMO and LUMO (alpha / beta)	2.74 / 11.93	eV
HOMO level (alpha / beta)	1.52 / -7.66	eV

ORCA input file:
```
! RIJCOSX wB97M-V def2-TZVPD def2/J DEFGRID3
* xyz -1 2
C 1.46 -0.47 2.07
C 1.66 1.02 2.28
H 1.39 -1.10 2.96
H 0.55 -0.69 1.51
H 2.18 -0.85 1.34
H 2.16 1.55 1.48
H 0.72 1.55 2.49
H 2.25 1.19 3.20
C -1.50 -0.65 -1.80
C -0.08 -0.48 -2.33
C -1.85 0.36 -0.71
H -2.29 -0.54 -2.54
H -1.64 -1.63 -1.36
H 0.59 -0.02 -1.60
H -2.78 0.12 -0.19
H -1.13 0.54 0.11
H -0.07 0.17 -3.20
H 0.37 -1.44 -2.60
H -2.01 1.36 -1.12
*
```

Sorted by energy, starting with the most stable: ii, i.

--- i ---
Density functional theory data (the ωB97M-V functional and the def2-TZVPD basis) for one molecule with the formula C3H9OP.

E_LUMO	0.7	eV
SMILES	C=P(C)(C)O
gap between HOMO and LUMO	9.06	eV
HOMO level	-8.37	eV

ORCA input file:
```
! RIJCOSX wB97M-V def2-TZVPD def2/J DEFGRID3
* xyz 0 1
C -1.53 0.34 -0.99
P -0.27 -0.03 0.03
C 0.96 1.26 -0.20
C 0.54 -1.63 -0.14
O -0.44 -0.19 2.13
H -2.34 -0.33 -1.00
H -1.67 1.37 -1.09
H 1.87 0.85 -0.64
H 0.37 1.93 -0.74
H 1.22 1.54 0.91
H 0.99 -1.70 -1.13
H 1.38 -1.64 0.68
H -0.27 -2.43 -0.14
H -0.81 0.66 2.34
*
```

--- ii ---
Density functional theory data (the ωB97M-V functional and the def2-TZVPD basis) for a 2-piece molecular cluster, C3H9OP overall.

E_LUMO (alpha / beta)	0.6 / 0.6	eV
gap between HOMO and LUMO (alpha / beta)	7.57 / 8.05	eV
HOMO level (alpha / beta)	-6.96 / -7.45	eV

ORCA input file:
```
! RIJCOSX wB97M-V def2-TZVPD def2/J DEFGRID3
* xyz 0 1
C 0.72 -1.23 -0.38
C -1.61 0.43 -0.73
C 0.62 0.10 0.22
O 1.19 1.16 -0.30
P -0.17 0.19 1.86
H 0.30 -1.91 0.37
H 1.74 -1.40 -0.53
H 0.29 -1.31 -1.32
H -1.47 -0.52 -1.17
H -1.39 1.33 -1.18
H -2.48 0.44 -0.16
H 1.58 0.95 -1.23
H -0.33 1.59 1.94
H 1.03 0.17 2.61
*
```

--- iii ---
Density functional theory data (the ωB97M-V functional and the def2-TZVPD basis) for one molecule with the formula C3H9OP.

E_LUMO	0.9	eV
SMILES	CC(C)(O)P
gap between HOMO and LUMO	10.15	eV
HOMO level	-9.30	eV

ORCA input file:
```
! RIJCOSX wB97M-V def2-TZVPD def2/J DEFGRID3
* xyz 0 1
C -0.32 -0.10 1.32
C 0.20 -0.30 -0.08
C -1.12 -0.07 -1.23
O 0.69 -1.59 -0.30
P 1.61 0.85 -0.77
H -0.70 0.97 1.38
H 0.60 -0.37 1.96
H -1.17 -0.82 1.49
H -0.75 -0.11 -2.20
H -1.76 0.89 -1.18
H -1.67 -0.91 -0.92
H 0.99 -1.76 0.57
H 2.30 1.16 0.46
H 1.10 2.15 -0.52
*
```

Sorted by energy, starting with the most stable: iii, i, ii.

--- i ---
Density functional theory data (the ωB97M-V functional and the def2-TZVPD basis) for a 2-piece molecular cluster, C5H14 overall.

E_LUMO	1.1	eV
SMILES	CCC.CC
gap between HOMO and LUMO	12.16	eV
HOMO level	-11.06	eV

ORCA input file:
```
! RIJCOSX wB97M-V def2-TZVPD def2/J DEFGRID3
* xyz 0 1
C 0.29 -2.33 0.75
C 0.70 -0.98 0.13
C 2.06 -0.47 0.55
H 0.08 -2.14 1.80
H 0.98 -3.18 0.71
H -0.62 -2.82 0.37
H 0.66 -1.22 -0.94
H -0.14 -0.31 0.25
H 2.75 -1.30 0.69
H 2.38 0.22 -0.23
H 2.08 -0.03 1.55
C -2.05 1.58 -0.41
C -0.75 2.08 -0.99
H -1.98 1.04 0.53
H -2.66 2.48 -0.22
H -2.62 0.98 -1.11
H -0.83 2.73 -1.86
H -0.20 1.21 -1.38
H -0.13 2.48 -0.18
*
```

--- ii ---
Density functional theory data (the ωB97M-V functional and the def2-TZVPD basis) for a 2-piece molecular cluster, C5H14 overall.

E_LUMO	1.2	eV
SMILES	CCC.CC
gap between HOMO and LUMO	12.43	eV
HOMO level	-11.28	eV

ORCA input file:
```
! RIJCOSX wB97M-V def2-TZVPD def2/J DEFGRID3
* xyz 0 1
C -1.05 0.48 0.12
C -0.88 1.91 0.63
C -0.77 1.97 2.14
H -1.90 0.00 0.62
H -0.14 -0.08 0.31
H -1.25 0.49 -0.95
H 0.07 2.30 0.23
H -1.62 2.61 0.24
H -1.75 2.04 2.63
H -0.25 1.09 2.52
H -0.22 2.85 2.49
C 0.72 -2.56 -1.25
C 1.69 -1.38 -1.47
H 1.37 -3.42 -1.09
H 0.05 -2.40 -0.41
H 0.13 -2.72 -2.14
H 1.25 -0.57 -2.07
H 2.58 -1.69 -2.01
H 1.97 -0.90 -0.54
*
```

Sorted by energy, starting with the most stable: ii, i.